This record from the OMol25 dataset describes C21H46NO2P3Sm as an isolated structure in a non-equilibrium geometry. The level of theory is wB97M-V/def2-TZVPD.

The value obtained for the energy above the lowest of the compared OMol25 structures with the same formula, charge and spin is 0.00 kcal per mole. As for the expectation value of S²: 8.77. As for the spin multiplicity: 6. The calculation puts the calculated total energy at -2714.0692 Ha. As for the charge: +3. The value obtained for the HOMO energy (alpha / beta) is -15.1 / -15.1 eV. The orbital gap (alpha / beta) comes out at 4.099 / 4.206 eV.

Positions of all 74 atoms, in Å:
Sm1 -1.5484 0.7463 -0.3530
P1 -2.1786 -2.0202 0.4554
P2 1.0058 -0.8601 1.9521
P3 2.5176 -2.2680 -2.1466
H1 -2.6784 3.3718 -1.1005
C1 -2.4692 2.4371 -1.6489
C2 -3.3736 1.3468 -1.6118
H2 -4.1804 1.2930 -0.8565
C3 -3.7410 -1.5308 1.2984
C4 -1.5800 -3.3490 1.5570
C5 -2.8366 -3.0647 -0.8989
C6 2.3926 0.3196 2.1835
C7 0.0949 -0.4258 3.4879
C8 1.8202 -2.3910 2.6003
C9 1.6835 -2.5605 -3.6988
C10 2.0472 -3.6795 -1.1304
C11 4.2969 -2.0308 -2.2025
H3 -1.8065 2.6085 -2.5173
H4 -3.4829 0.6505 -2.4549
H5 -4.3119 -0.8199 0.6754
H6 -3.5219 -1.0495 2.2667
H7 -4.3640 -2.4222 1.4734
H8 -1.3520 -2.9822 2.5657
H9 -0.6623 -3.8040 1.1581
H10 -2.3443 -4.1404 1.6384
H11 -3.3853 -2.4416 -1.6146
H12 -3.5037 -3.8378 -0.4913
H13 -2.0022 -3.5417 -1.4295
H14 2.6186 0.4468 3.2559
H15 2.1233 1.3020 1.7610
H16 3.2953 -0.0560 1.6825
H17 0.8130 -0.4084 4.3173
H18 -0.6743 -1.1795 3.6977
H19 -0.3693 0.5661 3.4021
H20 2.8542 -2.1823 2.8986
H21 1.8304 -3.1607 1.8203
H22 1.2800 -2.7769 3.4716
H23 1.9574 -3.5633 -4.0564
H24 1.9307 -1.7962 -4.4474
H25 0.5957 -2.5416 -3.5057
H26 2.0312 -4.5817 -1.7705
H27 1.0216 -3.5048 -0.7524
H28 2.7550 -3.8509 -0.3019
H29 4.7192 -2.5210 -3.0917
H30 4.7771 -2.4376 -1.2980
H31 4.5368 -0.9577 -2.2618
C12 0.8623 1.1237 -2.7941
C13 2.0262 1.9464 -2.6856
C14 2.5600 2.5716 -3.8089
C15 2.0003 2.3553 -5.0811
C16 0.8024 1.6354 -5.1883
C17 0.2953 0.9400 -4.0875
O1 0.3976 0.4452 -1.7428
H32 1.9776 -1.0493 -1.6674
H33 2.5091 2.0594 -1.7169
H34 3.4491 3.2023 -3.7221
H35 2.4897 2.7479 -5.9637
H36 0.3052 1.6003 -6.1538
H37 -0.5235 0.2354 -4.1943
C18 -1.2593 4.0083 4.2910
N1 -1.5892 3.1710 3.1361
C19 -2.8116 2.3688 3.1589
C20 -0.7880 3.0381 2.0924
C21 0.4523 3.8259 1.9468
O2 -1.1331 2.1832 1.1894
H38 -2.1438 4.0475 4.9313
H39 -0.9867 5.0265 3.9590
H40 -0.4161 3.5836 4.8646
H41 -3.4650 2.6333 2.3152
H42 -2.5900 1.2908 3.1132
H43 -3.3201 2.5798 4.1019
H44 0.2189 4.8959 2.0156
H45 1.1629 3.5740 2.7460
H46 0.8863 3.6096 0.9671

Results of the Mulliken charge analysis, in e, for atoms 1 through 2: number 1, Sm, carries 0.8130; number 2, P, carries 0.8415